Density functional theory data (ωB97M-V with the def2-TZVPD basis set) for a molecular structure, C3H3BrO2 in a non-equilibrium geometry.

```
! wB97M-V def2-TZVPD RIJCOSX def2/J DEFGRID3
* xyz 0 1
C -0.68 1.34 0.09
C 0.86 -0.98 0.42
C -0.20 -0.46 -0.36
O -0.39 1.93 1.06
O 1.03 -0.69 -0.92
Br -1.68 2.08 -1.37
H 1.50 -0.27 1.15
H 0.64 -1.97 0.59
H -1.08 -0.97 -0.65
*
```

Output
Energy above the lowest of the compared OMol25 structures with the same formula, charge and spin (eV): 2.403
Strongest force on any atom (eV Å⁻¹): 5.45